# 1
This record from OMol25 describes 8 unconnected molecules or ions with the total composition C54H124F3N7O7S in a non-equilibrium geometry. The level of theory is ωB97M-V/def2-TZVPD.

```
! wB97M-V def2-TZVPD RIJCOSX def2/J DEFGRID3
* xyz 6 1
C 1.75 -7.04 1.66
O 0.60 -6.48 1.14
C 0.82 -5.46 0.20
C -0.50 -4.86 -0.41
N -1.45 -4.39 0.70
H -1.71 -5.18 1.27
H -0.95 -3.68 1.21
C -2.76 -3.78 0.31
C -3.76 -4.81 -0.33
O -3.45 -5.01 -1.73
C -4.32 -5.89 -2.38
H 1.48 -7.88 2.30
H 2.46 -6.37 2.15
H 2.35 -7.42 0.83
H 1.31 -5.83 -0.70
H 1.43 -4.63 0.57
H -1.08 -5.57 -0.99
H -0.35 -3.98 -1.03
H -2.58 -2.90 -0.31
H -3.29 -3.39 1.18
H -4.77 -4.48 -0.12
H -3.64 -5.68 0.31
H -5.23 -5.36 -2.67
H -4.58 -6.82 -1.87
H -3.86 -6.07 -3.35
C 1.01 -0.76 -9.60
O -0.06 -0.42 -8.87
C 0.01 0.85 -8.27
C -0.85 0.80 -6.96
N -0.36 -0.39 -6.13
H -0.74 -1.20 -6.60
H 0.65 -0.40 -6.12
C -0.96 -0.56 -4.76
C -0.32 -1.79 -4.03
O -0.44 -2.85 -5.00
C -0.90 -4.09 -4.56
H 1.87 -1.09 -9.01
H 1.37 0.05 -10.23
H 0.73 -1.60 -10.23
H -0.42 1.55 -8.98
H 1.01 1.14 -7.95
H -1.93 0.71 -7.11
H -0.78 1.60 -6.23
H -2.00 -0.83 -4.95
H -0.91 0.45 -4.36
H -0.82 -1.95 -3.07
H 0.70 -1.57 -3.72
H -0.99 -4.79 -5.39
H -1.81 -3.91 -4.00
H -0.09 -4.45 -3.92
C 5.03 -4.69 1.87
C 4.89 -4.16 0.45
C 4.45 -2.62 0.39
N 4.33 -1.93 -0.98
C 3.37 -2.74 -1.87
C 5.71 -1.55 -1.64
C 6.20 -0.18 -0.98
C 4.95 0.34 -0.31
C 3.73 -0.57 -0.68
H 5.79 -4.09 2.37
H 5.23 -5.73 2.10
H 4.13 -4.60 2.48
H 4.10 -4.74 -0.02
H 5.77 -4.34 -0.17
H 5.07 -1.94 0.97
H 3.47 -2.54 0.87
H 2.60 -3.12 -1.21
H 4.04 -3.52 -2.23
H 2.92 -2.11 -2.64
H 5.48 -1.42 -2.70
H 6.41 -2.39 -1.59
H 6.32 0.55 -1.79
H 7.14 -0.17 -0.43
H 4.67 1.31 -0.74
H 4.85 0.53 0.76
H 3.29 -0.20 -1.60
H 2.89 -0.72 0.00
C -3.85 4.27 6.16
C -2.35 4.14 6.10
C -1.74 2.94 5.28
N -0.30 3.25 4.91
C 0.55 3.58 6.18
C -0.20 4.42 3.89
C 0.31 3.72 2.62
C 1.24 2.66 3.16
C 0.40 2.01 4.25
H -4.20 5.13 6.74
H -4.43 3.45 6.56
H -4.29 4.53 5.20
H -2.02 3.96 7.12
H -1.81 5.08 5.95
H -2.10 2.71 4.28
H -1.60 2.03 5.86
H 0.43 2.70 6.82
H 0.06 4.36 6.77
H 1.61 3.73 5.98
H 0.63 5.07 4.17
H -1.14 4.96 3.86
H 0.90 4.40 2.01
H -0.47 3.14 2.12
H 2.20 3.09 3.44
H 1.54 1.84 2.51
H 0.87 1.41 5.03
H -0.39 1.60 3.63
C 6.23 3.28 -4.21
C 4.81 3.31 -3.66
C 3.71 3.41 -4.83
N 2.24 3.46 -4.25
C 1.77 2.05 -3.88
C 2.10 4.45 -3.00
C 0.59 4.71 -2.90
C 0.21 4.93 -4.37
C 1.25 4.22 -5.22
H 6.91 3.06 -3.39
H 6.41 4.24 -4.68
H 6.35 2.46 -4.92
H 4.67 4.15 -2.98
H 4.78 2.37 -3.10
H 3.75 2.51 -5.44
H 3.95 4.29 -5.42
H 1.92 1.45 -4.78
H 0.74 2.14 -3.53
H 2.46 1.57 -3.19
H 2.64 4.11 -2.12
H 2.58 5.34 -3.41
H 0.03 3.88 -2.47
H 0.36 5.47 -2.16
H -0.68 4.38 -4.65
H 0.14 5.98 -4.67
H 0.93 3.55 -6.02
H 1.74 5.11 -5.60
C -3.29 -0.14 5.67
C -1.97 -0.95 6.08
C -1.67 -2.02 5.02
N -0.35 -2.82 5.34
C -0.34 -3.51 6.75
C 0.93 -2.06 5.11
C 1.94 -3.07 4.78
C 1.28 -4.19 4.04
C -0.24 -3.91 4.22
H -3.11 0.23 4.66
H -3.42 0.76 6.27
H -4.22 -0.69 5.77
H -2.15 -1.50 7.01
H -1.00 -0.50 6.29
H -1.38 -1.59 4.06
H -2.53 -2.67 4.83
H -1.35 -3.92 6.87
H -0.39 -2.73 7.51
H 0.51 -4.16 6.97
H 1.22 -1.45 5.97
H 0.74 -1.33 4.32
H 2.29 -3.60 5.66
H 2.82 -2.68 4.27
H 1.49 -5.18 4.43
H 1.46 -4.22 2.96
H -0.74 -4.82 4.54
H -0.69 -3.52 3.31
C -4.54 -0.69 1.17
C -3.87 0.64 0.74
C -4.96 1.75 0.48
N -4.23 3.00 -0.20
C -5.38 4.03 -0.37
C -4.84 5.44 -0.78
C -3.79 6.00 0.23
C -2.64 4.97 0.49
C -3.24 3.61 0.85
C -3.63 2.74 -1.58
H -3.87 -1.27 1.82
H -4.78 -1.32 0.32
H -5.39 -0.47 1.82
H -3.30 0.50 -0.18
H -3.13 0.93 1.48
H -5.30 2.12 1.44
H -5.71 1.29 -0.17
H -5.94 3.97 0.56
H -5.95 3.58 -1.19
H -5.63 6.19 -0.85
H -4.41 5.50 -1.78
H -4.19 6.18 1.23
H -3.45 6.98 -0.09
H -1.88 5.19 1.24
H -1.95 4.98 -0.35
H -3.84 3.83 1.73
H -2.47 2.85 1.00
H -2.72 2.14 -1.45
H -3.20 3.65 -2.00
H -4.39 2.22 -2.16
C -0.18 0.42 -0.14
F 0.83 0.84 -0.87
F -0.63 1.47 0.52
F -1.15 -0.03 -0.99
S 0.38 -1.11 1.05
O -0.88 -1.50 1.75
O 0.95 -2.13 0.24
O 1.31 -0.54 1.98
*
```

Computed properties:
Strongest force on any atom   0.074 hartree/bohr
LUMO   -11.64 eV
Energy   -101693.6881 eV
Orbital gap   9.132 eV

# 2
This record from OMol25 describes a molecular structure, C25H30N6O3S2Ta in a non-equilibrium geometry. The level of theory is ωB97M-V/def2-TZVPD.

```
! wB97M-V def2-TZVPD RIJCOSX def2/J DEFGRID3
* xyz 1 1
Ta -0.65 -0.13 -0.06
C 0.50 -2.90 1.63
N 0.96 -1.50 1.79
C 2.45 -1.47 1.76
C 3.02 -1.19 0.40
N 2.78 0.19 -0.01
C 3.38 1.16 0.91
C 3.26 0.37 -1.34
C 4.60 0.56 -1.64
C 5.03 0.73 -2.95
C 4.10 0.70 -3.98
C 2.77 0.48 -3.70
C 2.35 0.30 -2.39
S 0.65 -0.14 -2.15
C 0.51 -0.86 3.02
C 0.50 -1.56 4.21
C 0.16 -0.94 5.41
C -0.19 0.40 5.41
C -0.19 1.11 4.22
C 0.15 0.48 3.03
S 0.07 1.49 1.56
H 0.97 -3.56 2.36
H 0.78 -3.24 0.63
H -0.57 -2.96 1.73
H 2.83 -2.43 2.11
H 2.79 -0.72 2.46
H 2.56 -1.85 -0.35
H 4.10 -1.42 0.42
H 4.37 0.86 1.27
H 2.73 1.32 1.77
H 3.47 2.12 0.40
H 5.32 0.58 -0.83
H 6.08 0.88 -3.15
H 4.42 0.84 -5.00
H 2.04 0.43 -4.50
H 0.76 -2.61 4.23
H 0.16 -1.51 6.33
H -0.47 0.89 6.34
H -0.49 2.15 4.20
N -1.16 -2.31 -1.59
C -2.11 -1.65 -2.51
C -3.20 -1.07 -1.65
O -4.37 -1.31 -1.83
N -2.71 -0.36 -0.58
C -3.61 -0.30 0.57
C -2.77 -0.61 1.80
O -3.13 -0.46 2.92
O -1.53 -1.01 1.44
H -1.62 -3.12 -1.18
H -0.36 -2.65 -2.12
H -1.59 -0.88 -3.06
H -2.58 -2.34 -3.22
H -4.09 0.67 0.73
H -4.40 -1.04 0.49
N -2.44 5.47 -3.11
C -2.06 4.37 -2.42
C -2.97 3.61 -1.68
C -2.55 2.48 -1.03
N -1.28 2.05 -1.05
C -0.39 2.79 -1.74
C -0.72 3.93 -2.42
H -3.39 5.77 -3.11
H -1.77 6.02 -3.62
H -4.01 3.91 -1.61
H -3.26 1.89 -0.48
H 0.64 2.45 -1.72
H 0.04 4.48 -2.96
*
```

Computed properties:
Strongest force on any atom   0.024 hartree/bohr
LUMO   -4.29 eV
Energy   -64714.5973 eV
Orbital gap   6.596 eV

# 3
This record from OMol25 describes a single C6H12 molecule in a non-equilibrium geometry. The level of theory is ωB97M-V/def2-TZVPD.

```
! wB97M-V def2-TZVPD RIJCOSX def2/J DEFGRID3
* xyz 0 1
C 0.75 -1.48 -0.32
C 0.78 -0.32 0.68
C 1.56 0.89 0.09
C 0.21 1.48 -0.39
C -0.50 0.55 0.63
C -2.08 -0.26 0.06
H 0.04 -2.25 0.00
H 0.45 -1.15 -1.32
H 1.74 -1.95 -0.40
H 1.14 -0.69 1.65
H 2.05 1.51 0.85
H 2.30 0.66 -0.69
H 0.01 1.12 -1.41
H 0.08 2.57 -0.38
H -1.41 0.61 1.20
H -1.85 -0.36 -0.98
H -2.24 -1.23 0.56
H -3.03 0.31 0.17
*
```

Computed properties:
Energy above the lowest of the compared OMol25 structures with the same formula, charge and spin   87.0 kcal per mole
Strongest force on any atom   0.070 hartree/bohr
SMILES   C[C@@H]1CC[C@@H]1C
LUMO   1.17 eV
Energy   -6413.1692 eV
Orbital gap   9.653 eV

# 4
This record from OMol25 describes a molecular structure, C24H27NOPtSi in a non-equilibrium geometry. The level of theory is ωB97M-V/def2-TZVPD.

```
! wB97M-V def2-TZVPD RIJCOSX def2/J DEFGRID3
* xyz 2 5
C -3.85 1.53 1.18
C -3.22 0.66 0.26
C -2.50 -0.36 1.02
H -3.43 0.59 -0.80
C -2.56 0.09 2.43
C -3.47 1.18 2.49
H -3.85 1.64 3.41
H -4.56 2.32 0.91
H -2.23 -1.35 0.66
H -2.12 -0.43 3.28
Pt -0.89 1.06 0.97
C 0.74 0.25 1.79
H 0.84 0.38 2.89
H 1.60 0.69 1.28
H 0.58 -0.82 1.60
Si 1.62 -1.08 -0.70
C 2.22 -1.44 -2.44
C 1.30 -2.27 -3.11
H 0.44 -2.71 -2.57
C 1.44 -2.53 -4.48
H 0.68 -3.12 -5.00
C 2.56 -2.05 -5.17
H 2.64 -2.20 -6.26
C 3.57 -1.38 -4.46
H 4.48 -1.10 -4.99
C 3.41 -1.06 -3.09
H 4.21 -0.54 -2.57
C 2.11 -2.56 0.35
C 2.51 -3.70 -0.36
H 2.69 -3.65 -1.44
C 2.64 -4.95 0.26
H 2.91 -5.82 -0.33
C 2.35 -5.08 1.63
H 2.36 -6.07 2.11
C 2.03 -3.93 2.37
H 1.79 -4.03 3.44
C 2.01 -2.68 1.76
H 1.86 -1.82 2.41
H 0.13 -0.95 -0.80
H 2.28 0.21 -0.28
O -1.08 1.93 -1.06
C -1.94 3.10 -1.11
C -1.81 3.81 0.21
C -2.24 5.12 0.43
C -2.19 5.61 1.73
C -1.74 4.80 2.78
C -1.29 3.52 2.51
N -1.30 3.07 1.23
H -1.35 1.30 -1.76
H -1.58 3.75 -1.92
H -3.00 2.79 -1.28
H -2.62 5.68 -0.43
H -2.49 6.62 1.94
H -1.73 5.12 3.81
H -0.97 2.81 3.28
*
```

Computed properties:
Strongest force on any atom   0.049 hartree/bohr
LUMO (alpha / beta)   -6.57 / -10.63 eV
Energy   -39964.6680 eV
Orbital gap (alpha / beta)   6.807 / 2.746 eV

# 5
This record from OMol25 describes a molecular structure, C4H7NO. The level of theory is ωB97M-V/def2-TZVPD.

```
! wB97M-V def2-TZVPD RIJCOSX def2/J DEFGRID3
* xyz 0 1
C -1.06 -1.62 1.33
N -0.33 -0.35 1.41
C 0.23 -0.05 0.33
C 1.13 1.04 -0.24
C 1.11 0.14 -1.48
O 0.20 -0.77 -0.85
H -0.97 -2.11 0.36
H -2.12 -1.43 1.52
H -0.68 -2.29 2.10
H 2.10 1.17 0.25
H 0.65 2.02 -0.36
H 0.65 0.55 -2.39
H 2.05 -0.37 -1.72
*
```

Computed properties:
Energy above the lowest of the compared OMol25 structures with the same formula, charge and spin   42.8 kcal per mole
Strongest force on any atom   0.011 hartree/bohr
LUMO   0.99 eV
Energy   -7797.7864 eV
Orbital gap   10.556 eV

# 6
This record from OMol25 describes a molecular structure, C25H21N4O6S3Se2W. The level of theory is ωB97M-V/def2-TZVPD.

```
! wB97M-V def2-TZVPD RIJCOSX def2/J DEFGRID3
* xyz 1 1
W -0.11 0.14 -0.18
C -1.56 -1.21 -4.09
Se -0.53 0.13 -3.14
C -1.90 1.51 -3.20
C -1.24 2.85 -2.97
Se 0.21 2.76 -1.66
C 1.71 2.71 -2.89
H -2.54 -1.37 -3.64
H -1.00 -2.14 -4.09
H -1.64 -0.81 -5.10
H -2.64 1.27 -2.44
H -2.38 1.46 -4.18
H -1.95 3.59 -2.59
H -0.78 3.24 -3.87
H 1.66 3.64 -3.46
H 1.68 1.84 -3.54
H 2.63 2.72 -2.30
O 2.85 2.62 0.78
C 2.22 1.70 0.39
O 0.96 1.41 0.83
C 2.68 0.67 -0.66
O 3.81 0.50 -0.97
O 1.63 0.01 -1.14
O -2.16 -0.75 -0.71
S -1.81 -2.20 -0.71
O -1.99 -2.98 -1.89
N -0.25 -1.91 -0.41
C 0.71 -2.91 -0.12
C 0.75 -4.18 -0.60
C 1.75 -5.06 -0.12
C 2.67 -4.66 0.81
C 2.65 -3.33 1.30
C 3.53 -2.80 2.27
C 3.38 -1.51 2.69
C 2.36 -0.71 2.12
N 1.57 -1.17 1.19
C 1.67 -2.46 0.80
C -2.66 -2.97 0.59
C -2.58 -4.36 0.70
C -3.27 -4.98 1.72
C -4.06 -4.23 2.59
C -4.16 -2.86 2.44
C -3.45 -2.21 1.44
H 0.04 -4.52 -1.34
H 1.79 -6.07 -0.51
H 3.43 -5.34 1.16
H 4.31 -3.43 2.69
H 4.03 -1.07 3.44
H 2.20 0.30 2.46
H -2.00 -4.94 0.00
H -3.22 -6.06 1.83
H -4.61 -4.73 3.38
H -4.79 -2.28 3.11
H -3.52 -1.14 1.31
S -1.88 1.84 0.24
C -1.75 2.18 1.94
C -2.12 3.48 2.38
N -2.42 4.55 2.70
C -1.35 1.19 2.75
S -0.93 -0.35 2.08
C -1.26 1.31 4.18
N -1.18 1.37 5.32
*
```

Computed properties:
Energy above the lowest of the compared OMol25 structures with the same formula, charge and spin   26.2 kcal per mole
Strongest force on any atom   0.017 hartree/bohr
LUMO   -5.21 eV
Energy   -209528.8278 eV
Orbital gap   6.062 eV

# 7
This record from OMol25 describes a molecular structure, C23H24Cl3N2O2OsSi in a non-equilibrium geometry. The level of theory is ωB97M-V/def2-TZVPD.

```
! wB97M-V def2-TZVPD RIJCOSX def2/J DEFGRID3
* xyz 3 5
Os -3.07 1.49 -0.82
C 2.22 1.40 1.86
C 1.98 -0.06 1.37
C 0.50 -0.09 1.03
C 2.31 -1.03 2.46
C 3.25 -2.02 2.21
C 3.58 -2.79 3.29
C 3.03 -2.65 4.58
C 3.35 -3.63 5.57
C 2.23 -1.51 4.88
C 1.91 -0.66 3.79
H 2.21 2.05 1.00
H 3.25 1.42 2.22
H 1.55 1.80 2.61
H 2.57 -0.36 0.54
H -0.03 0.09 2.00
H 0.12 -1.04 0.69
H 0.21 0.69 0.34
H 3.49 -2.20 1.17
H 4.29 -3.59 3.05
H 3.45 -4.67 5.22
H 2.76 -3.58 6.52
H 4.53 -3.38 6.01
H 1.93 -1.20 5.90
H 1.20 0.19 3.83
O 2.42 -4.11 -2.37
C 1.86 -3.24 -1.53
O 2.10 -3.33 -0.31
C 1.03 -2.12 -2.08
C -0.39 -2.26 -1.90
C -1.27 -1.21 -2.07
C -0.70 0.00 -2.46
C 0.62 0.20 -2.75
C 1.50 -0.97 -2.56
N -1.61 1.14 -2.43
C -1.64 1.98 -3.37
C -2.68 3.04 -3.35
C -2.95 3.91 -4.36
C -3.90 4.86 -4.19
C -4.50 4.99 -2.97
C -4.26 4.08 -1.96
N -3.41 3.05 -2.17
H 2.06 -3.83 -3.25
H -0.80 -3.22 -1.71
H -2.35 -1.33 -1.87
H 0.89 1.15 -3.10
H 2.56 -0.88 -2.92
H -0.93 1.97 -4.20
H -2.39 3.82 -5.28
H -4.13 5.62 -4.98
H -5.20 5.77 -2.79
H -4.83 4.02 -1.05
Cl -3.18 -0.09 0.83
Si -5.02 0.94 0.35
Cl -6.08 -0.46 -0.47
Cl -5.66 1.84 1.94
*
```

Computed properties:
Energy above the lowest of the compared OMol25 structures with the same formula, charge and spin   23.7 kcal per mole
Strongest force on any atom   0.086 hartree/bohr
LUMO (alpha / beta)   -9.97 / -11.57 eV
Energy   -79200.5999 eV
Orbital gap (alpha / beta)   6.924 / 5.766 eV

Q: Which of these has the lowest strongest force on any atom?
A: C4H7NO